Entry 1:
Below is 2 unconnected molecules or ions with the total composition C9H8O3P at a distorted geometry, with properties calculated with ωB97M-V/def2-TZVPD.

XYZ file:
```
21
Properties=species:S:1:pos:R:3:forces:R:3
C -2.7036 1.3012 -0.2560 2.898 -2.820 1.050
C -1.5836 1.9811 -0.6921 -1.962 2.035 -0.660
C -2.4996 0.0242 0.2745 -0.354 -0.842 -0.249
C -0.3420 1.4275 -0.6939 2.322 1.575 -0.623
C -1.2248 -0.5669 0.2436 -1.094 0.449 0.579
C -0.0870 0.1339 -0.2273 -0.648 -0.433 -0.356
C 1.8681 0.2976 1.5868 0.980 -1.034 -0.367
C 1.0781 -2.0254 -0.0528 4.351 0.951 0.746
C 1.2292 -0.5143 -0.2939 -0.637 -0.072 0.125
O 1.9516 1.4614 1.5418 -0.464 2.150 -0.088
O 2.0846 -0.7185 2.1316 0.023 -0.955 1.347
O 3.7449 -0.5864 -1.2894 0.641 -0.727 -0.081
P 2.5585 0.2939 -1.1600 -1.304 -0.022 0.398
H -3.6386 1.6600 -0.2544 -3.186 1.688 -0.166
H -1.8690 3.0148 -1.0555 1.189 -1.067 0.218
H -3.3648 -0.6166 0.6494 1.155 1.055 -0.466
H 0.5359 2.0650 -1.0697 -1.439 -1.104 0.619
H -1.2240 -1.5667 0.6734 0.583 0.243 -0.198
H 1.9779 -2.4267 -0.5640 -0.617 -0.354 -0.130
H 1.3216 -2.3278 1.0227 -1.262 0.407 -1.353
H 0.1864 -2.3113 -0.5148 -1.176 -1.123 -0.345
```
Forces are in eV/Å.

Electronic energy in eV: -24894.92489
Net charge: -1
Maximum force in Eh/bohr: 0.08781

Entry 2:
Below is 2 unconnected molecules or ions with the total composition C9H8O4 at a distorted geometry, with properties calculated with ωB97M-V/def2-TZVPD.

XYZ file:
```
21
Properties=species:S:1:pos:R:3:forces:R:3
C 0.1464 -2.2692 -2.8183 0.573 -1.329 -3.503
C 1.9999 -2.3752 1.4174 0.950 -1.879 1.097
C 0.1636 -1.6215 -1.7702 -1.439 0.863 1.442
C 1.2000 -1.7125 0.8384 -0.146 1.616 -0.872
C -0.9378 -0.4879 0.6225 2.498 0.313 0.015
C 1.1356 0.4355 -0.4994 0.764 -0.318 0.507
C -2.0205 0.4242 2.5443 -0.902 1.571 -1.371
C 0.4349 2.5108 -1.5327 2.699 -0.340 -2.129
C 0.4715 -0.7607 0.1249 0.350 1.651 1.342
O -1.8983 -0.6140 -0.0605 -1.551 -0.148 0.013
O 2.3038 0.5605 -0.7801 -0.248 -0.360 -0.045
O -0.8042 0.0102 1.8722 -0.887 -1.442 0.353
O 0.2222 1.3801 -0.7304 -1.678 -0.295 0.396
H 0.3443 -2.5357 -3.8477 -0.109 -0.286 0.462
H 2.5689 -3.1244 1.9260 0.026 0.310 -0.113
H -2.9234 0.0745 1.9118 1.388 0.523 1.374
H -1.8540 1.5187 2.3880 -1.160 -0.519 0.615
H -2.1117 0.2313 3.6534 0.596 -0.417 -1.478
H 0.6220 3.3814 -0.8968 0.344 -0.161 -0.155
H -0.4880 2.7330 -2.1129 0.720 -0.526 0.245
H 1.4248 2.2409 -2.2503 -2.788 1.174 1.804
```
Forces are in eV/Å.

Spin multiplicity: 3
Electronic energy in eV: -17641.79433
Net charge: 0
<S²>: 2.017
Maximum force in Eh/bohr: 0.07371